[1]
17
Properties=species:S:1:pos:R:3:forces:R:3 method="wB97M-V/def2-TZVPD" e_tot_ha=-221.8071 orbital_gap_ha=0.3474 de_lowest_kcal_mol=89.3 total_charge=0
B 0.799 0.054 -0.018 5.1 -1.0 -1.1
C -0.493 -0.675 -0.387 0.4 -0.6 0.2
C -0.501 0.650 0.297 -1.3 2.4 -0.8
C 2.918 0.030 -0.115 -4.1 1.7 1.0
C -1.076 -1.890 0.274 0.9 0.1 0.8
C -1.281 1.875 -0.144 -1.6 -0.9 -1.2
H -0.674 -0.570 -1.426 -0.2 -0.2 -1.3
H -0.704 0.448 1.279 -0.4 -0.4 3.0
H 3.042 0.497 0.955 0.4 -0.9 -2.4
H 3.111 0.709 -1.017 0.0 -0.9 1.6
H 3.238 -1.009 -0.252 -0.1 0.5 0.2
H -2.114 -1.999 0.134 -1.5 0.1 -0.4
H -0.990 -1.773 1.404 0.5 -0.7 -1.4
H -0.632 -2.774 -0.216 0.1 0.0 1.0
H -1.150 2.718 0.532 0.7 0.3 -0.6
H -2.416 1.700 -0.040 1.6 -0.1 -0.4
H -1.077 2.011 -1.261 -0.3 0.6 1.6



[2]
29
Properties=species:S:1:pos:R:3:forces:R:3 method="wB97M-V/def2-TZVPD" e_tot_ha=-836.8439 smiles="C[C@@H](O)C(=O)N/N=C/c1ccccc1C(=O)O" orbital_gap_ha=0.3337 de_lowest_kcal_mol=0.0 total_charge=0
C -3.929 -0.606 1.323 0.3 0.0 -0.3
H -4.828 -0.473 0.725 -0.1 0.0 0.0
H -3.925 0.140 2.112 -0.1 0.1 0.1
H -3.935 -1.598 1.769 0.1 -0.1 0.1
C -2.692 -0.448 0.443 -0.3 0.2 0.6
C -2.775 0.881 -0.320 0.1 -0.3 0.1
O -3.813 1.359 -0.722 -0.1 0.0 0.0
N -1.588 1.516 -0.538 0.0 1.2 -0.5
N -0.406 0.962 -0.254 0.5 -0.2 0.3
C 0.684 1.574 -0.481 -0.7 0.5 -0.1
C 1.935 0.879 -0.240 0.5 -0.5 0.1
C 3.103 1.563 0.086 -0.3 -0.1 -0.1
C 4.267 0.867 0.352 0.1 0.0 0.0
C 4.280 -0.517 0.293 0.0 0.0 0.0
C 3.130 -1.211 -0.053 -0.1 0.0 0.0
C 1.961 -0.521 -0.327 0.0 0.3 0.0
C 0.737 -1.227 -0.824 0.0 -0.2 -0.5
O 0.370 -1.175 -1.970 0.1 -0.1 0.0
O 0.134 -1.945 0.115 -0.1 -0.4 0.5
H -0.736 -2.249 -0.213 0.1 0.1 -0.2
H 3.143 -2.288 -0.123 0.0 -0.1 0.0
H 5.189 -1.059 0.505 0.1 0.0 0.0
H 5.168 1.404 0.609 0.1 0.0 0.0
H 3.088 2.642 0.144 0.0 0.1 0.0
H 0.722 2.600 -0.863 -0.1 0.0 0.0
H -1.630 2.412 -1.034 -0.1 -0.3 0.1
H -1.777 -0.466 1.041 -0.2 0.0 -0.1
O -2.562 -1.520 -0.474 0.0 -0.1 -0.2
H -3.314 -1.500 -1.078 0.1 -0.1 0.0



[3]
27
Properties=species:S:1:pos:R:3:forces:R:3 method="wB97M-V/def2-TZVPD" e_tot_ha=-611.0172 spin_multiplicity=3 orbital_gap_ha="0.1769 / 0.2721" de_lowest_kcal_mol=13.6 total_charge=0
C -2.715 0.983 -1.663 3.8 -2.6 3.3
C -2.036 0.322 -0.575 -3.2 2.0 -4.1
C -1.775 1.295 -2.609 0.7 1.4 -0.2
C -0.661 0.305 -0.882 4.1 1.0 1.1
C 1.438 -0.489 2.402 -2.0 -0.9 1.1
C -0.646 0.850 2.129 -1.5 -0.7 3.1
C 1.185 -1.610 -0.644 -1.3 1.1 1.0
C 0.490 0.016 0.002 -1.8 -1.4 -1.3
C 0.149 -0.247 1.487 1.1 -1.5 0.9
N -0.505 0.945 -2.119 -0.2 -0.6 -0.3
N 2.282 -1.321 -1.515 -0.6 -0.8 0.2
O 2.205 -0.339 -2.231 -0.4 1.4 -0.6
O 3.196 -2.112 -1.581 1.4 -0.9 0.5
H -3.693 1.160 -1.756 -3.6 0.5 -0.2
H -2.485 -0.186 0.172 -1.3 -1.4 2.3
H -2.003 2.007 -3.403 0.7 -0.5 -0.1
H 2.036 0.374 2.496 0.1 1.7 0.3
H 2.214 -1.166 2.132 0.0 -1.3 -1.0
H 1.115 -0.825 3.452 0.3 0.7 -1.5
H -0.160 1.739 2.035 1.4 2.8 -0.7
H -1.624 0.928 1.713 -0.7 0.3 -0.4
H -0.856 0.896 3.310 0.7 -1.1 -2.4
H 0.355 -1.896 -1.264 -0.2 -0.3 -0.2
H 1.343 -2.343 0.168 0.5 0.5 -0.7
H 1.287 0.668 -0.300 0.7 0.3 0.5
H -0.536 -1.141 1.517 1.0 0.4 -0.1
H 0.398 1.188 -2.474 0.2 -0.1 -0.3



[4]
22
Properties=species:S:1:pos:R:3:forces:R:3 method="wB97M-V/def2-TZVPD" e_tot_ha=-383.5938 smiles=CNC[C@H](C)NCO orbital_gap_ha=0.3395 de_lowest_kcal_mol=67.1 total_charge=0
C 0.012 -1.070 1.074 0.2 0.7 -0.6
N 0.121 -2.193 0.158 0.7 0.1 -0.2
C -1.086 -2.953 -0.133 -0.2 0.6 2.3
C 0.628 0.243 0.484 0.3 1.4 1.0
C 1.456 0.964 1.590 -0.4 -0.2 1.0
N -0.496 1.077 0.016 0.4 0.0 -0.9
C -0.617 1.344 -1.424 0.0 -0.7 0.8
O -0.036 2.592 -1.699 0.5 1.2 -0.4
H 0.449 -1.193 2.079 0.1 -0.7 -0.4
H -1.038 -0.831 1.274 0.1 -0.1 -0.2
H 0.935 -2.726 0.422 -0.2 -0.5 -0.2
H -0.950 -3.817 -0.758 0.2 0.1 -0.7
H -1.827 -2.222 -0.457 -0.1 -0.4 -0.6
H -1.496 -3.356 0.814 -0.2 -0.1 -0.2
H 1.391 0.210 -0.296 -0.5 -1.2 -0.4
H 2.443 1.366 1.364 -0.2 0.1 -0.8
H 0.914 1.762 2.102 -0.2 0.0 -0.1
H 1.668 0.230 2.363 0.1 0.0 0.3
H -0.468 1.990 0.456 -0.1 0.0 0.0
H -1.700 1.382 -1.574 0.1 0.1 -0.6
H -0.141 0.569 -2.053 -0.4 0.0 0.6
H 0.494 2.653 -2.509 -0.4 -0.5 0.4



[5]
79
Properties=species:S:1:pos:R:3:forces:R:3 method="wB97M-V/def2-TZVPD" e_tot_ha=-1979.7859 spin_multiplicity=5 orbital_gap_ha="0.2581 / 0.1715" total_charge=+2
Pd 0.469 -0.617 -0.635 0.3 -0.9 4.9
C -3.134 1.963 0.184 0.1 -0.2 0.1
C -3.752 1.101 -0.760 -0.3 0.4 -0.6
C -2.973 -0.195 0.971 0.0 0.0 -0.1
C -2.673 1.169 1.274 0.4 0.0 0.2
C -3.669 -0.221 -0.270 0.1 -0.2 0.0
C -2.892 3.399 0.013 0.3 0.5 -0.1
H -2.737 3.632 -1.050 -0.1 0.1 0.3
H -1.993 3.692 0.573 -0.3 0.1 -0.1
H -3.730 4.019 0.376 0.2 -0.2 -0.1
C -1.884 1.675 2.433 0.0 -0.2 0.2
H -0.982 2.194 2.072 -0.2 -0.1 0.0
H -1.561 0.847 3.073 0.0 0.2 -0.1
H -2.433 2.390 3.068 0.0 -0.2 -0.4
C -2.619 -1.405 1.749 0.1 -0.2 0.4
H -3.521 -2.030 1.911 0.5 0.2 -0.1
H -2.204 -1.117 2.728 -0.2 -0.3 -0.4
H -1.857 -2.023 1.216 -0.5 0.3 0.3
C -4.225 -1.426 -0.925 -0.4 -0.2 0.1
H -5.237 -1.205 -1.303 0.3 -0.2 0.0
H -4.293 -2.246 -0.200 0.0 0.1 -0.3
H -3.619 -1.774 -1.778 -0.2 0.2 0.2
C -4.359 1.527 -2.056 0.0 -0.2 -0.1
H -5.292 2.092 -1.896 0.3 -0.1 0.0
H -4.604 0.663 -2.688 0.1 0.3 0.2
H -3.684 2.185 -2.628 -0.2 -0.1 0.3
C 1.950 0.524 -1.506 0.3 1.9 -0.5
C 0.811 1.330 -1.267 1.1 1.3 -1.4
C -0.265 1.552 -2.333 -0.2 0.5 0.0
C -0.899 0.275 -2.970 -0.5 0.5 0.0
C -0.674 -0.991 -2.169 -0.1 -1.7 -2.5
C 0.532 -1.795 -2.251 -1.7 -0.4 -2.2
C 1.621 -1.394 -3.238 0.8 -0.1 0.3
C 2.355 -0.033 -2.866 0.5 -0.8 0.2
H 0.093 2.234 -3.113 0.2 -0.2 0.0
H -0.641 0.189 -4.037 0.2 -0.2 0.4
H -1.082 2.132 -1.876 0.3 -0.2 0.1
H 2.313 0.715 -3.675 -0.5 -0.2 0.4
H 2.736 0.523 -0.712 -0.6 0.2 -0.8
H 0.934 2.130 -0.490 -0.4 -1.1 -0.2
H 3.436 -0.232 -2.778 -0.5 -0.1 -0.1
H 2.375 -2.202 -3.235 -0.3 0.4 -0.1
H 0.433 -2.862 -1.939 0.3 1.0 -0.4
H 1.219 -1.343 -4.271 0.0 0.0 0.6
H -1.988 0.428 -2.958 0.3 0.0 -0.2
H -1.591 -1.567 -1.953 0.5 0.4 0.4
P 2.358 3.614 1.259 0.3 -0.6 -0.1
C 2.642 3.925 3.027 -0.3 0.1 0.3
H 3.581 4.439 3.246 -0.1 0.0 -0.1
H 2.637 2.965 3.553 0.0 0.1 0.0
H 1.804 4.510 3.411 0.1 0.0 0.1
C 4.008 2.885 0.840 -0.2 -0.1 -0.2
H 4.841 3.468 1.272 -0.3 -0.2 -0.3
H 4.079 2.867 -0.256 0.2 0.0 0.2
H 4.067 1.842 1.192 0.0 0.4 0.0
C 2.487 5.251 0.472 -0.1 0.3 -0.1
H 2.504 5.106 -0.613 0.0 0.0 0.1
H 3.372 5.824 0.759 0.0 -0.1 0.0
H 1.595 5.847 0.694 0.1 -0.1 0.0
P 0.992 -4.194 0.373 0.5 0.0 0.0
C -0.161 -5.381 -0.439 -0.4 0.3 0.0
H 0.210 -5.702 -1.428 -0.1 0.2 0.4
H -1.111 -4.837 -0.580 0.2 -0.5 0.0
H -0.348 -6.261 0.185 0.1 0.1 -0.2
C 2.599 -4.644 -0.409 0.0 0.3 0.0
H 2.454 -4.505 -1.494 0.2 -0.1 0.3
H 2.934 -5.670 -0.226 -0.2 0.1 0.0
H 3.384 -3.951 -0.069 -0.2 -0.2 -0.1
C 1.140 -4.710 2.139 -0.4 0.4 0.1
H 1.193 -5.790 2.324 0.0 0.3 -0.2
H 0.247 -4.289 2.649 0.5 -0.4 -0.1
H 2.033 -4.216 2.558 -0.3 -0.2 -0.1
C 1.259 -0.818 3.496 0.5 0.1 0.7
O 0.610 -0.873 2.215 0.1 0.2 -1.4
C 1.492 -0.994 1.200 2.2 -1.5 3.0
O 2.671 -1.217 1.434 -2.0 0.7 -1.6
H 1.810 -1.756 3.679 -0.3 0.4 -0.1
H 0.454 -0.682 4.207 0.0 0.0 0.2
H 1.949 0.043 3.516 -0.3 -0.5 0.1